# 1
Here is a structure of composition C26H40F3FeN2S5 at a distorted geometry from the OMol25 dataset. Energies are from ωB97M-V/def2-TZVPD.

Properties
⟨S²⟩ ... 0.812
Energy relative to the best compared isomer or geometry (same formula, charge and spin) ... 1.648 eV

```
! RIJCOSX wB97M-V def2-TZVPD def2/J DEFGRID3
* xyz 2 2
Fe 0.14 0.52 -1.73
C 2.71 2.57 -2.49
C 3.46 1.28 -2.24
S 2.49 -0.23 -2.51
C 2.44 -0.41 -4.32
C 1.37 0.37 -5.04
S -0.25 0.19 -4.23
C -1.06 1.72 -4.76
C -2.25 1.99 -3.86
S -1.86 2.10 -2.09
C -1.18 3.78 -1.96
C 0.31 3.95 -2.22
S 1.31 2.72 -1.34
H 2.32 2.61 -3.51
H 3.37 3.42 -2.34
H 3.76 1.21 -1.19
H 4.35 1.22 -2.86
H 2.30 -1.48 -4.46
H 3.43 -0.14 -4.70
H 1.27 -0.01 -6.06
H 1.60 1.44 -5.10
H -1.40 1.60 -5.78
H -0.33 2.53 -4.73
H -2.97 1.18 -3.93
H -2.74 2.91 -4.14
H -1.42 4.10 -0.95
H -1.75 4.40 -2.65
H 0.61 4.93 -1.87
H 0.55 3.88 -3.28
F 5.87 -5.86 0.11
C 4.97 -5.93 1.10
F 5.62 -5.74 2.25
F 4.45 -7.15 1.11
C 3.91 -4.86 0.90
C 4.32 -3.54 0.77
C 3.40 -2.56 0.49
C 2.04 -2.90 0.33
C 1.63 -4.23 0.51
C 2.57 -5.21 0.79
C 1.12 -1.89 0.00
C 0.31 -1.00 -0.29
H 5.37 -3.30 0.89
H 3.70 -1.53 0.38
H 0.59 -4.49 0.41
H 2.27 -6.24 0.92
C -2.67 -1.52 4.37
C -2.22 -2.89 3.85
C -1.34 -2.84 2.59
C -2.05 -2.43 1.31
N -2.57 -1.05 1.31
C -1.88 0.07 1.23
S -0.13 0.14 1.07
N -2.52 1.22 1.34
C -1.91 2.56 1.32
C -1.41 3.00 2.69
C -2.50 3.10 3.76
C -3.64 4.04 3.38
H -3.03 -1.61 5.39
H -3.48 -1.10 3.78
H -1.83 -0.81 4.38
H -3.09 -3.52 3.66
H -1.64 -3.38 4.63
H -0.94 -3.85 2.41
H -0.49 -2.18 2.77
H -2.91 -3.08 1.14
H -1.38 -2.54 0.46
H -3.55 -0.96 1.53
H -3.49 1.19 1.64
H -2.68 3.25 0.96
H -1.09 2.55 0.61
H -0.95 3.99 2.56
H -0.62 2.32 3.02
H -2.03 3.46 4.67
H -2.90 2.10 3.98
H -3.25 5.01 3.06
H -4.29 4.21 4.24
H -4.26 3.64 2.58
*
```


# 2
Here is a cluster of 5 separate species, C3H14O5 in total at a distorted geometry from the OMol25 dataset. Energies are from ωB97M-V/def2-TZVPD.

Properties
SMILES ... C=CCO.O.O.O.O
Energy relative to the best compared isomer or geometry (same formula, charge and spin) ... 2.979 eV

```
! RIJCOSX wB97M-V def2-TZVPD def2/J DEFGRID3
* xyz 0 1
C 1.87 1.16 -0.64
O 1.01 1.47 0.45
C 1.20 -0.04 -1.26
C 1.46 -0.45 -2.43
H 2.92 0.80 -0.37
H 1.87 1.98 -1.42
H 0.86 0.60 1.12
H 0.38 -0.53 -0.67
H 0.96 -1.30 -2.74
H 2.28 0.13 -2.96
H -0.82 -3.89 0.28
H -0.07 -4.56 1.26
O -0.33 -3.78 1.08
H -3.01 1.44 0.77
H -2.61 1.03 -0.55
O -2.81 0.67 0.27
H -1.24 -0.63 1.96
H -0.33 -1.88 2.02
O -0.49 -0.94 2.34
H -0.91 3.45 1.00
H -0.73 2.46 -0.03
O -1.45 2.81 0.51
*
```


# 3
Here is a structure of composition C17H28NO2P2V at a distorted geometry from the OMol25 dataset. Energies are from ωB97M-V/def2-TZVPD.

Properties
⟨S²⟩ ... 3.780
Energy relative to the best compared isomer or geometry (same formula, charge and spin) ... 5.136 eV

```
! RIJCOSX wB97M-V def2-TZVPD def2/J DEFGRID3
* xyz 1 4
V 0.82 0.88 0.39
P 0.76 2.55 -1.22
C -0.50 1.87 -2.39
C -1.14 0.61 -1.88
N -0.73 0.18 -0.66
C -1.13 -1.00 -0.15
C -2.01 -1.81 -0.85
C -2.51 -1.37 -2.07
C -2.07 -0.15 -2.58
C -0.34 -1.34 1.09
P -1.34 -2.01 2.40
H -2.42 0.24 -3.53
H -2.26 -2.80 -0.46
H -3.21 -1.98 -2.62
H 0.40 -2.13 0.91
H 0.18 -0.43 1.57
H -1.22 2.60 -2.54
H 0.00 1.68 -3.35
H -4.98 3.46 0.80
O -5.27 2.65 0.41
H -5.56 2.89 -0.48
H -2.56 -0.84 3.74
O -2.50 -0.37 2.95
H -1.90 0.37 3.17
C -2.72 -3.05 2.00
H -2.39 -4.04 1.62
H -3.42 -3.24 2.84
H -3.34 -2.58 1.22
C -0.26 -2.37 3.80
H -0.61 -1.99 4.77
H -0.20 -3.47 3.91
H 0.74 -1.94 3.61
C 2.20 2.88 -2.25
H 2.24 3.96 -2.47
H 3.09 2.58 -1.70
H 2.13 2.29 -3.17
C 0.06 4.12 -0.70
H 0.28 4.26 0.36
H 0.50 4.93 -1.28
H -1.03 4.08 -0.83
C 5.03 -1.50 -0.57
C 4.90 -0.62 0.51
C 3.69 0.08 0.71
C 2.64 -0.11 -0.18
C 2.74 -1.00 -1.25
C 3.95 -1.69 -1.45
H 5.96 -2.05 -0.71
H 5.73 -0.49 1.20
H 3.59 0.76 1.56
H 1.90 -1.16 -1.93
H 4.06 -2.39 -2.28
*
```


# 4
Here is a structure of composition C11H10N3O6PdS from the OMol25 dataset. Energies are from ωB97M-V/def2-TZVPD.

Properties
Energy relative to the best compared isomer or geometry (same formula, charge and spin) ... 0.000 eV

```
! RIJCOSX wB97M-V def2-TZVPD def2/J DEFGRID3
* xyz -1 1
Pd 1.22 0.12 1.27
N -0.32 1.28 2.02
C 0.02 2.71 1.78
C 1.07 2.89 0.67
O 1.30 4.03 0.24
N 1.66 1.76 0.33
C 2.79 1.67 -0.57
C 3.40 0.26 -0.50
O 4.38 0.01 -1.17
O 2.81 -0.60 0.29
H -1.16 1.02 1.50
H -0.52 1.08 2.99
H 0.45 3.12 2.69
H -0.86 3.30 1.53
H 3.56 2.41 -0.32
H 2.49 1.85 -1.61
O -0.38 -0.52 4.35
S 0.72 -1.38 3.95
O 2.01 -1.04 4.48
N 0.73 -1.59 2.34
C 0.44 -2.87 1.96
O 0.34 -3.28 0.82
C 0.22 -3.75 3.16
C -0.08 -5.10 3.16
C -0.26 -5.73 4.39
C -0.15 -5.02 5.58
C 0.14 -3.66 5.57
C 0.32 -3.06 4.34
H -0.16 -5.63 2.22
H -0.49 -6.79 4.42
H -0.30 -5.53 6.52
H 0.23 -3.10 6.49
*
```


# 5
Here is the ion C26H27N4S2 with charge +1 at a distorted geometry from the OMol25 dataset. Energies are from ωB97M-V/def2-TZVPD.

```
! RIJCOSX wB97M-V def2-TZVPD def2/J DEFGRID3
* xyz 1 1
N 1.01 1.44 -2.72
N 1.37 1.40 -1.62
N 1.98 1.29 -0.53
C 1.12 1.11 0.68
C 1.93 1.65 1.86
C 1.30 1.88 3.09
C 2.05 2.36 4.17
C 3.42 2.57 4.04
C 4.04 2.33 2.81
C 3.29 1.89 1.72
C -0.14 1.94 0.50
C 0.03 3.21 -0.04
C -1.08 4.02 -0.24
C -2.35 3.58 0.16
C -2.49 2.35 0.81
C -1.37 1.52 1.01
C 0.88 -0.42 0.87
C 2.28 -1.05 0.96
C 2.29 -2.31 0.11
C 1.03 -2.32 -0.74
N 0.23 -1.06 -0.40
H 0.23 1.69 3.18
H 1.53 2.55 5.11
H 3.99 2.94 4.89
H 5.11 2.48 2.70
H 3.78 1.73 0.76
H 1.05 3.58 -0.23
H -0.93 5.00 -0.69
H -3.23 4.20 -0.03
H -3.47 2.03 1.14
H -1.43 0.59 1.59
H 0.27 -0.64 1.77
H 3.04 -0.37 0.55
H 2.58 -1.21 2.00
H 3.15 -2.36 -0.55
H 2.36 -3.19 0.77
H 1.22 -2.31 -1.82
H 0.44 -3.19 -0.46
H 0.36 -0.37 -1.11
C -0.88 -2.79 -4.73
C -1.12 -1.43 -4.48
C -1.31 -0.98 -3.16
C -1.27 -1.89 -2.09
C -1.21 -1.42 -0.61
S -1.66 -2.56 0.70
C -3.46 -2.33 0.72
C -3.81 -0.87 0.52
S -2.57 -0.20 -0.66
C -1.15 -3.25 -2.37
C -0.85 -3.69 -3.66
H -0.77 -3.16 -5.75
H -1.21 -0.75 -5.32
H -1.46 0.09 -3.01
H -3.92 -2.95 -0.06
H -3.79 -2.66 1.70
H -4.81 -0.71 0.10
H -3.76 -0.30 1.46
H -1.18 -3.95 -1.52
H -0.64 -4.76 -3.83
*
```


# 6
Here is a structure of composition C41H45FLaN5O3SSb at a distorted geometry from the OMol25 dataset. Energies are from ωB97M-V/def2-TZVPD.

Properties
Energy relative to the best compared isomer or geometry (same formula, charge and spin) ... 0.000 eV

```
! RIJCOSX wB97M-V def2-TZVPD def2/J DEFGRID3
* xyz 3 1
La 0.03 0.28 -3.73
F 0.76 -1.38 3.54
C 0.70 -0.16 2.97
C 0.56 -0.09 1.62
C 0.45 1.15 0.98
C 0.26 1.25 -0.45
O 0.17 0.23 -1.21
C 0.19 2.56 -0.98
C 0.27 3.66 -0.18
N 0.44 3.57 1.15
C 0.49 4.79 1.94
C 1.27 5.96 1.42
C 1.79 5.18 2.59
C 0.52 2.32 1.76
C 0.67 2.21 3.15
C 0.76 0.98 3.78
N 0.92 0.93 5.19
C 1.36 -0.32 5.83
C 1.75 -0.01 7.29
N 1.97 1.47 7.43
C 0.68 2.21 7.25
C -0.05 1.64 6.03
C 0.08 2.48 -2.46
O -1.04 2.24 -2.99
O 1.15 2.25 -3.11
H 0.51 -1.00 1.03
H 0.21 4.66 -0.58
H -0.43 4.99 2.47
H 0.85 6.94 1.58
H 1.80 5.84 0.49
H 1.74 5.63 3.57
H 2.65 4.54 2.42
H 0.76 3.11 3.74
H 2.22 -0.71 5.29
H 0.59 -1.09 5.84
H 2.67 -0.52 7.57
H 0.97 -0.27 8.00
H 2.62 1.77 6.70
H 2.39 1.70 8.33
H 0.91 3.27 7.15
H 0.10 2.07 8.17
H -0.51 2.45 5.47
H -0.86 0.97 6.34
C 3.13 -0.44 -2.66
C 4.64 -0.81 -2.68
N 5.16 -0.77 -4.05
C 4.47 -1.78 -4.86
C 2.94 -1.52 -4.82
N 2.65 -0.28 -4.06
C 3.40 0.84 -4.70
C 4.93 0.55 -4.62
H 2.96 0.50 -2.15
H 2.54 -1.22 -2.18
H 4.80 -1.81 -2.28
H 5.21 -0.11 -2.07
H 4.71 -2.77 -4.47
H 4.85 -1.72 -5.88
H 2.42 -2.34 -4.33
H 2.53 -1.41 -5.83
H 3.14 1.76 -4.20
H 3.07 0.91 -5.74
H 5.42 1.29 -4.00
H 5.38 0.59 -5.61
S -2.64 -0.50 -4.37
Sb -3.04 -1.56 -2.35
C -1.20 -2.49 -1.90
C -0.43 -2.94 -2.97
C 0.71 -3.70 -2.73
C 1.10 -3.98 -1.43
C 0.33 -3.53 -0.36
C -0.82 -2.79 -0.59
C -4.42 -3.11 -2.53
C -4.04 -4.40 -2.19
C -4.98 -5.42 -2.30
C -6.26 -5.14 -2.75
C -6.63 -3.84 -3.09
C -5.71 -2.81 -2.98
C -3.77 -0.31 -0.85
C -3.33 1.01 -0.75
C -3.91 1.84 0.21
C -4.91 1.34 1.04
C -5.34 0.03 0.93
C -4.78 -0.81 -0.03
H -0.79 -2.81 -3.99
H 1.28 -4.11 -3.56
H 1.98 -4.59 -1.24
H 0.61 -3.79 0.66
H -1.44 -2.47 0.25
H -3.04 -4.63 -1.85
H -4.71 -6.44 -2.04
H -6.99 -5.94 -2.84
H -7.63 -3.63 -3.45
H -5.99 -1.80 -3.26
H -2.60 1.42 -1.44
H -3.60 2.87 0.28
H -5.37 2.00 1.77
H -6.14 -0.34 1.56
H -5.13 -1.82 -0.13
*
```


# 7
Here is a cluster of 12 separate species, C25H74N10O13 in total at a distorted geometry from the OMol25 dataset. Energies are from ωB97M-V/def2-TZVPD.

Properties
SMILES ... NC(N)=O.NC(N)=O.NC(N)=O.NC(N)=O.NC(N)=O.CC(C)O.CC(C)O.CC(C)O.CC(C)O.CC(C)O.CC(C)O.OCCO
Energy relative to the best compared isomer or geometry (same formula, charge and spin) ... 0.000 eV

```
! RIJCOSX wB97M-V def2-TZVPD def2/J DEFGRID3
* xyz 0 1
C 1.94 -5.49 4.57
C 1.35 -4.19 5.07
C 1.99 -3.50 6.31
O 1.45 -3.20 4.05
H 1.44 -5.80 3.65
H 1.78 -6.30 5.31
H 2.92 -5.27 4.28
H 0.27 -4.40 5.24
H 1.40 -2.65 6.62
H 2.95 -3.08 6.00
H 2.09 -4.22 7.12
H 1.48 -3.65 3.19
C 1.62 2.13 5.05
C 0.38 2.92 4.88
C 0.62 4.27 4.15
O -0.67 2.22 4.29
H 1.54 1.17 5.53
H 2.30 2.69 5.71
H 2.15 2.06 4.09
H 0.11 3.26 5.88
H -0.36 4.75 4.09
H 1.03 4.20 3.15
H 1.34 4.88 4.71
H -1.15 1.74 4.99
C 0.79 0.41 -1.28
C -0.10 0.72 -0.06
C 0.56 0.39 1.26
O -0.39 2.13 -0.06
H 1.71 1.02 -1.22
H 0.43 0.63 -2.29
H 0.96 -0.67 -1.15
H -1.02 0.14 -0.10
H 1.27 1.14 1.60
H 0.97 -0.63 1.22
H -0.18 0.40 2.05
H -1.19 2.37 0.47
C 2.16 3.30 -3.89
C 1.70 3.50 -5.34
C 0.18 3.33 -5.41
O 2.10 4.81 -5.82
H 1.61 3.86 -3.17
H 3.19 3.71 -3.81
H 1.97 2.24 -3.60
H 2.24 2.87 -6.02
H -0.15 3.62 -6.37
H -0.27 3.90 -4.60
H 0.00 2.29 -5.18
H 1.81 5.43 -5.15
C -2.10 -1.93 7.06
C -1.55 -0.67 6.36
C -1.36 -1.09 4.88
O -2.53 0.46 6.47
H -3.04 -2.24 6.59
H -2.29 -1.74 8.12
H -1.32 -2.69 6.98
H -0.63 -0.18 6.77
H -1.12 -0.30 4.15
H -2.27 -1.63 4.59
H -0.59 -1.89 4.88
H -2.64 0.65 7.44
C -2.81 -0.40 -5.93
C -2.35 -0.98 -7.28
C -2.88 -0.10 -8.44
O -0.92 -1.03 -7.41
H -2.54 0.68 -5.94
H -2.28 -0.90 -5.14
H -3.93 -0.44 -5.87
H -2.71 -2.06 -7.39
H -2.47 0.91 -8.34
H -4.00 0.00 -8.42
H -2.56 -0.49 -9.41
H -0.69 -1.73 -6.77
C -0.44 -4.12 -4.78
O -1.17 -3.51 -5.55
N 0.42 -3.49 -3.98
N -0.47 -5.43 -4.77
H 0.39 -2.52 -4.15
H 1.35 -3.83 -3.80
H 0.14 -5.96 -4.15
H -0.92 -5.81 -5.60
C -4.18 -1.14 0.12
O -4.72 -2.22 -0.17
N -3.85 -0.74 1.42
N -3.80 -0.17 -0.75
H -3.99 -1.41 2.17
H -3.12 -0.03 1.59
H -4.32 -0.25 -1.63
H -3.55 0.75 -0.44
C -3.23 3.02 2.03
O -2.83 2.46 1.02
N -4.39 2.54 2.62
N -2.64 4.04 2.67
H -5.04 3.18 2.99
H -4.71 1.62 2.27
H -1.72 4.29 2.36
H -2.80 4.11 3.66
C 4.02 -0.50 -2.67
O 4.00 -1.34 -1.80
N 4.66 0.73 -2.53
N 3.31 -0.62 -3.85
H 4.88 1.30 -3.39
H 5.52 0.77 -1.96
H 3.22 0.28 -4.36
H 2.59 -1.31 -3.94
C 0.84 5.62 -1.04
O 0.93 6.62 -1.80
N -0.36 4.96 -0.79
N 2.04 4.96 -0.61
H -1.18 5.36 -1.23
H -0.34 3.99 -0.51
H 2.90 5.17 -1.17
H 1.95 4.00 -0.25
C 1.97 -4.83 0.28
C 2.54 -3.63 -0.32
O 3.05 -3.99 -1.66
O 1.16 -4.53 1.46
H 2.78 -5.45 0.57
H 1.38 -5.41 -0.46
H 3.37 -3.14 0.20
H 1.81 -2.75 -0.50
H 3.48 -3.21 -1.96
H 0.33 -4.12 1.22
*
```


| no. | DFT total energy (eV) |
| --- | --- |
| 1 | -127291.58852 |
| 2 | -13573.01781 |
| 3 | -67921.69213 |
| 4 | -42643.61758 |
| 5 | -55021.70426 |
| 6 | -77769.68899 |
| 7 | -68647.02288 |